Entry a
Computed, not measured: the ion C3H6NO2 with charge +1, with wB97M-V/def2-TZVPD.

Each line ends with the natural charge from an NBO analysis.
Element x y z (Å)
O: -1.359 0.936 -1.492  -0.649
O: 0.881 -3.103 0.550  -0.383
N: 0.476 -1.905 0.347  0.048
C: -0.707 0.322 -0.359  0.015
C: 0.368 1.281 0.097  -0.607
C: -0.042 -1.044 -0.280  0.575
H: -1.361 0.291 0.443  0.233
H: 1.027 0.751 0.776  0.222
H: 1.573 -3.118 1.340  0.550
H: -1.524 1.873 -1.161  0.500
H: -0.071 2.167 0.593  0.249
H: 0.739 1.548 -0.854  0.246

Summary:
LUMO level: -5.75 eV
spin multiplicity: 1
HOMO energy: -15.576 eV
total charge: +1
orbital gap: 9.8 eV

=====

Entry b
Computed, not measured: a cluster of 2 separate species, C3H6NO2 in total, with wB97M-V/def2-TZVPD.

Each line ends with the natural charge from an NBO analysis.
Element x y z (Å)
O: -0.940 -1.142 -0.029  -0.527
O: -0.868 0.449 1.892  -0.543
N: 0.886 0.583 0.456  -0.381
C: -1.271 -1.144 -1.181  0.353
C: 0.124 -0.017 1.295  0.567
C: 1.516 0.955 -0.495  0.119
H: -1.807 -1.913 -1.566  0.151
H: -1.198 1.174 1.430  0.501
H: -0.923 -0.387 -1.893  0.116
H: 2.338 1.727 -0.460  0.226
H: 1.456 0.405 -1.370  0.184
H: 0.686 -0.690 1.922  0.235

Summary:
LUMO level: -4.37 eV
spin multiplicity: 1
HOMO energy: -14.929 eV
total charge: +1
orbital gap: 10.6 eV

=====

Entry c
Computed, not measured: a structure of composition C3H6NO2, with wB97M-V/def2-TZVPD.

Each line ends with the natural charge from an NBO analysis.
Element x y z (Å)
O: 1.483 -0.997 0.424  -0.507
O: 3.324 0.429 0.332  -0.447
N: -0.872 -0.847 0.373  -0.740
C: 1.346 0.666 -1.059  -0.345
C: 0.336 -1.010 -0.463  0.149
C: 2.246 0.042 0.033  0.763
H: 1.488 0.539 -2.126  0.261
H: 0.628 1.389 -0.822  0.216
H: 0.454 -1.843 -1.074  0.223
H: -0.894 0.203 0.573  0.472
H: -0.586 -1.355 1.319  0.482
H: -1.691 -1.289 -0.077  0.474

Summary:
LUMO level: -4.39 eV
spin multiplicity: 1
HOMO energy: -15.177 eV
total charge: +1
orbital gap: 10.8 eV

=====

Entry d
Computed, not measured: the ion C3H6NO2 with charge +1, with wB97M-V/def2-TZVPD.

Each line ends with the natural charge from an NBO analysis.
Element x y z (Å)
O: 2.315 -0.158 -0.013  -0.579
O: -2.527 -0.227 0.021  -0.578
N: -0.033 1.448 -0.080  -0.809
C: -0.147 0.101 -0.063  0.003
C: 1.199 -0.795 -0.001  0.385
C: -1.297 -0.657 -0.008  0.271
H: 3.118 -0.703 -0.077  0.542
H: -1.238 -1.737 0.010  0.216
H: 0.895 1.836 -0.029  0.422
H: -2.629 0.739 0.002  0.507
H: 1.104 -1.866 -0.083  0.214
H: -0.761 2.020 0.321  0.405

Summary:
LUMO level (alpha / beta): -5.58 / -5.58 eV
spin multiplicity: 1
HOMO energy (alpha / beta): -13.136 / -13.136 eV
total charge: +1
orbital gap (alpha / beta): 7.6 / 7.6 eV

=====

Consider the structures shown above. The least stable of them is entry a.